A cluster of 7 separate species, C33H73B2BrCl2O29P6 in total at a distorted geometry. Source: OMol25; level of theory: ωB97M-V/def2-TZVPD.

Spin multiplicity ... 1
Electronic energy ... -9074.4089 Eh
Total charge ... 0
SMILES string ... CCB(O)C1=C(/C(Cl)=C(\C)Cl)C(=O)C(CB(O)O)=C([C@@H](Br)CC)C1=O.COP(=O)(OC)OC.COP(=O)(OC)OC.COP(=O)(OC)OC.COP(=O)(OC)OC.COP(=O)(OC)OC.COP(=O)(OC)OC

Bonds (Å) are listed after each position.
Cartesian coordinates (Å):
1 C -4.05 0.66 1.92  C2 1.639, H26 1.192, H27 1.179, H28 1.182
2 C -2.60 0.72 1.15  C1 1.639, B3 1.678, H29 1.194, H30 1.171
3 B -1.99 -0.79 0.76  C2 1.678, O4 1.477, C5 1.671
4 O -2.84 -1.98 0.51  B3 1.477, H31 1.018
5 C -0.32 -0.86 0.69  B3 1.671, C6 1.509, C24 1.651
6 C 0.37 -0.05 -0.37  C5 1.509, C7 1.639, C12 1.673
7 C -0.37 0.90 -1.49  C6 1.639, Cl8 1.890, C9 1.490
8 Cl -0.47 2.75 -1.15  C7 1.890
9 C -1.00 0.45 -2.76  C7 1.490, C10 1.640, Cl11 1.890
10 C -1.03 -1.14 -3.16  C9 1.640, H32 1.182, H33 1.194, H34 1.178
11 Cl -1.76 1.71 -3.94  C9 1.890
12 C 2.04 -0.12 -0.36  C6 1.673, O13 1.340, C14 1.673
13 O 2.81 0.96 -0.62  C12 1.340
14 C 2.66 -1.63 0.02  C12 1.673, C15 1.638, C19 1.518
15 C 4.01 -2.08 -0.79  C14 1.638, B16 1.672, H35 1.194, H36 1.180
16 B 5.37 -2.14 0.18  C15 1.672, O17 1.504, O18 1.479
17 O 5.54 -0.98 1.12  B16 1.504, H37 1.021
18 O 6.37 -3.24 0.14  B16 1.479, H38 1.018
19 C 1.94 -2.47 1.06  C14 1.518, C20 1.638, C24 1.672
20 C 2.46 -3.98 1.43  C19 1.638, Br21 1.998, C22 1.664, H39 1.182
21 Br 1.38 -4.93 2.82  C20 1.998
22 C 2.55 -5.01 0.13  C20 1.664, C23 1.649, H40 1.194, H41 1.181
23 C 2.35 -6.60 0.53  C22 1.649, H42 1.179, H43 1.194, H44 1.184
24 C 0.61 -1.72 1.74  C5 1.651, C19 1.672, O25 1.335
25 O 0.32 -1.75 3.04  C24 1.335
26 H -4.75 1.45 1.37  C1 1.192
27 H -4.58 -0.38 1.83  C1 1.179
28 H -3.93 1.04 3.03  C1 1.182
29 H -1.76 1.33 1.74  C2 1.194
30 H -2.74 1.28 0.13  C2 1.171
31 H -3.27 -1.83 -0.40  O4 1.018
32 H -0.58 -1.85 -2.34  C10 1.182
33 H -2.18 -1.42 -3.36  C10 1.194
34 H -0.49 -1.31 -4.20  C10 1.178
35 H 4.26 -1.24 -1.60  C15 1.194
36 H 3.85 -3.07 -1.41  C15 1.180
37 H 4.98 -0.23 0.72  O17 1.021
38 H 6.54 -3.55 1.09  O18 1.018
39 H 3.55 -3.87 1.86  C20 1.182
40 H 3.67 -4.92 -0.28  C22 1.194
41 H 1.75 -4.75 -0.70  C22 1.181
42 H 1.22 -6.91 0.64  C23 1.179
43 H 2.76 -7.22 -0.40  C23 1.194
44 H 3.02 -6.94 1.44  C23 1.184
45 C 0.85 2.95 -5.26  O46 1.422, H53 1.092, H54 1.093, H55 1.094
46 O 0.18 3.39 -6.43  C45 1.422, P47 1.730
47 P 1.08 3.50 -7.90  O46 1.730, O48 1.533, O49 1.646, O51 1.730
48 O 1.52 2.04 -7.77  P47 1.533
49 O 2.18 4.49 -7.17  P47 1.646, C50 1.414
50 C 1.79 5.83 -6.98  O49 1.414, H56 1.094, H57 1.095, H58 1.092
51 O 1.98 3.61 -9.37  P47 1.730, C52 1.413
52 C 1.17 3.56 -10.53  O51 1.413, H59 1.096, H60 1.093, H61 1.092
53 H 0.31 2.10 -4.84  C45 1.092
54 H 1.89 2.67 -5.43  C45 1.093
55 H 0.83 3.77 -4.52  C45 1.094
56 H 2.07 6.14 -5.97  C50 1.094
57 H 0.71 5.96 -7.09  C50 1.095
58 H 2.30 6.47 -7.70  C50 1.092
59 H 0.48 4.41 -10.53  C52 1.096
60 H 0.60 2.63 -10.54  C52 1.093
61 H 1.81 3.61 -11.41  C52 1.092
62 C -0.84 8.17 3.16  O63 1.422, H70 1.092, H71 1.093, H72 1.094
63 O 0.24 7.57 2.45  C62 1.422, P64 1.730
64 P 0.47 5.86 2.60  O63 1.730, O65 1.533, O66 1.646, O68 1.730
65 O -0.98 5.60 2.16  P64 1.533
66 O 0.54 6.01 4.24  P64 1.646, C67 1.414
67 C 1.75 6.51 4.78  O66 1.414, H73 1.094, H74 1.095, H75 1.092
68 O 0.70 4.16 2.76  P64 1.730, C69 1.413
69 C 1.43 3.60 1.68  O68 1.413, H76 1.096, H77 1.093, H78 1.092
70 H -1.46 8.72 2.45  C62 1.092
71 H -1.46 7.45 3.70  C62 1.093
72 H -0.43 8.88 3.88  C62 1.094
73 H 1.51 7.24 5.55  C67 1.094
74 H 2.36 6.99 4.01  C67 1.095
75 H 2.32 5.69 5.23  C67 1.092
76 H 2.43 4.04 1.65  C69 1.096
77 H 0.92 3.79 0.74  C69 1.093
78 H 1.52 2.52 1.83  C69 1.092
79 C -8.80 -4.30 2.07  O80 1.422, H87 1.092, H88 1.093, H89 1.094
80 O -7.67 -4.51 2.90  C79 1.422, P81 1.730
81 P -6.13 -4.77 2.15  O80 1.730, O82 1.533, O83 1.646, O85 1.730
82 O -6.27 -3.46 1.36  P81 1.533
83 O -6.75 -6.03 1.28  P81 1.646, C84 1.414
84 C -6.94 -7.24 1.97  O83 1.414, H90 1.094, H91 1.095, H92 1.092
85 O -4.59 -5.03 1.40  P81 1.730, C86 1.413
86 C -3.51 -4.74 2.25  O85 1.413, H93 1.096, H94 1.093, H95 1.092
87 H -9.28 -3.36 2.35  C79 1.092
88 H -8.55 -4.27 1.00  C79 1.093
89 H -9.51 -5.12 2.24  C79 1.094
90 H -7.91 -7.65 1.71  C84 1.094
91 H -6.90 -7.10 3.06  C84 1.095
92 H -6.16 -7.95 1.68  C84 1.092
93 H -3.53 -5.40 3.12  C86 1.096
94 H -3.56 -3.69 2.57  C86 1.093
95 H -2.58 -4.90 1.70  C86 1.092
96 C -1.16 11.71 -9.78  O97 1.422, H104 1.092, H105 1.093, H106 1.094
97 O 0.24 11.94 -9.68  C96 1.422, P98 1.730
98 P 1.17 10.88 -8.68  O97 1.730, O99 1.533, O100 1.646, O102 1.730
99 O 0.65 9.66 -9.45  P98 1.533
100 O 0.19 11.21 -7.40  P98 1.646, C101 1.414
101 C 0.39 12.45 -6.76  O100 1.414, H107 1.094, H108 1.095, H109 1.092
102 O 2.10 9.82 -7.68  P98 1.730, C103 1.413
103 C 3.47 9.80 -8.03  O102 1.413, H110 1.096, H111 1.093, H112 1.092
104 H -1.43 11.61 -10.84  C96 1.092
105 H -1.50 10.82 -9.24  C96 1.093
106 H -1.68 12.59 -9.38  C96 1.094
107 H -0.59 12.90 -6.56  C101 1.094
108 H 0.97 13.14 -7.38  C101 1.095
109 H 0.91 12.29 -5.81  C101 1.092
110 H 3.90 10.80 -7.89  C103 1.096
111 H 3.60 9.49 -9.07  C103 1.093
112 H 3.99 9.10 -7.37  C103 1.092
113 C 2.22 -1.35 9.21  O114 1.422, H121 1.092, H122 1.093, H123 1.094
114 O 2.17 -0.26 8.30  C113 1.422, P115 1.730
115 P 0.64 0.49 8.00  O114 1.730, O116 1.533, O117 1.646, O119 1.730
116 O 0.43 0.73 9.49  P115 1.533
117 O 0.01 -0.96 7.55  P115 1.646, C118 1.414
118 C 0.35 -1.43 6.26  O117 1.414, H124 1.094, H125 1.095, H126 1.092
119 O -0.88 1.24 7.69  P115 1.730, C120 1.413
120 C -0.76 2.57 7.21  O119 1.413, H127 1.096, H128 1.093, H129 1.092
121 H 2.94 -1.13 9.99  C113 1.092
122 H 1.25 -1.57 9.67  C113 1.093
123 H 2.55 -2.24 8.65  C113 1.094
124 H 0.60 -2.49 6.34  C118 1.094
125 H 1.22 -0.90 5.86  C118 1.095
126 H -0.49 -1.30 5.59  C118 1.092
127 H -0.23 2.57 6.25  C120 1.096
128 H -0.22 3.18 7.93  C120 1.093
129 H -1.76 2.98 7.06  C120 1.092
130 C -1.53 -10.39 2.96  O131 1.422, H138 1.092, H139 1.093, H140 1.094
131 O -0.40 -10.60 3.79  C130 1.422, P132 1.730
132 P 1.14 -10.86 3.04  O131 1.730, O133 1.533, O134 1.646, O136 1.730
133 O 1.00 -9.55 2.25  P132 1.533
134 O 0.52 -12.11 2.17  P132 1.646, C135 1.414
135 C 0.33 -13.33 2.86  O134 1.414, H141 1.094, H142 1.095, H143 1.092
136 O 2.67 -11.12 2.29  P132 1.730, C137 1.413
137 C 3.76 -10.82 3.14  O136 1.413, H144 1.096, H145 1.093, H146 1.092
138 H -2.01 -9.45 3.24  C130 1.092
139 H -1.28 -10.36 1.89  C130 1.093
140 H -2.24 -11.21 3.13  C130 1.094
141 H -0.65 -13.74 2.60  C135 1.094
142 H 0.36 -13.19 3.95  C135 1.095
143 H 1.11 -14.04 2.57  C135 1.092
144 H 3.74 -11.49 4.01  C137 1.096
145 H 3.71 -9.78 3.46  C137 1.093
146 H 4.69 -10.99 2.59  C137 1.092

Atomic partial charges in e from the Löwdin method, atoms 1 to 8: C -0.13; C -0.17; B -0.30; O 0.02; C 0.07; C -0.06; C -0.48; Cl 0.57